1.
65
Properties=species:S:1:pos:R:3:forces:R:3:nbo_charge:R:1 method="wB97M-V/def2-TZVPD" gap_ha=0.2702 e_homo_ev=-5.063 charge=-1 spin_multiplicity=1
Cd 0.303 0.413 0.719 -0.2459 -0.0674 -0.7722 1.531
N 2.957 3.570 -0.552 0.1309 -0.2344 0.0168 -0.797
C 2.136 2.485 -0.667 -0.0583 -0.0675 -0.7189 0.294
S 0.456 2.756 -0.614 -0.7358 -0.1462 -0.2401 -0.468
N 2.720 1.344 -0.972 1.3517 0.1540 -0.0982 -0.468
N 1.975 0.245 -0.947 -0.2742 -0.6102 -0.1837 -0.271
C 2.357 -0.847 -1.540 0.1819 1.2597 0.3403 0.131
C 3.615 -0.971 -2.308 0.2430 0.1040 -0.1403 -0.093
C 4.824 -0.561 -1.750 -0.0830 -0.1188 0.0895 -0.102
C 6.006 -0.701 -2.454 0.0920 0.0095 0.0351 -0.238
C 6.001 -1.241 -3.730 0.0270 -0.0480 -0.0563 -0.217
C 4.803 -1.634 -4.301 0.1013 -0.0489 -0.1426 -0.226
C 3.620 -1.503 -3.597 -0.1189 0.0965 0.1419 -0.191
C 1.501 -2.015 -1.355 -0.5610 -0.7597 0.1483 0.186
C 1.964 -3.323 -1.559 0.0237 0.3867 0.0563 -0.244
C 1.128 -4.385 -1.277 -0.2925 0.0389 0.0731 -0.167
C -0.156 -4.127 -0.818 0.2102 -0.0230 -0.0201 -0.255
C -0.536 -2.806 -0.654 -0.1304 -0.1424 0.0084 0.066
N 0.255 -1.783 -0.918 0.2304 0.1992 -0.0961 -0.462
H 2.605 4.329 0.013 -0.0795 -0.0900 -0.0469 0.413
H 3.928 3.343 -0.400 0.0187 -0.0528 -0.0088 0.384
H 4.830 -0.150 -0.753 -0.0341 0.0778 0.0515 0.226
H 6.939 -0.390 -2.004 0.0373 0.0097 0.0397 0.207
H 6.928 -1.366 -4.272 0.0546 0.0396 -0.0548 0.204
H 4.792 -2.045 -5.302 -0.0239 -0.0265 -0.0363 0.205
H 2.688 -1.809 -4.051 -0.1004 -0.0416 -0.0107 0.213
H 2.976 -3.492 -1.890 0.0834 0.0084 -0.0332 0.225
H 1.469 -5.405 -1.394 0.0563 0.0009 -0.0279 0.209
H -0.831 -4.927 -0.562 -0.1254 -0.0872 0.0062 0.213
H -1.517 -2.547 -0.279 -0.0853 -0.0676 0.0458 0.201
N -2.277 -1.357 2.487 0.1507 0.1409 -0.0502 -0.780
C -3.396 -1.369 1.723 -0.2803 -0.2284 0.1137 0.200
C -4.534 -2.052 2.130 0.3111 0.1031 0.0613 -0.301
C -5.684 -2.101 1.348 -0.0895 0.1505 -0.3271 -0.174
C -5.723 -1.470 0.133 -0.3202 -0.1197 0.1351 -0.267
C -4.592 -0.782 -0.339 0.2899 0.0362 0.2543 -0.090
C -4.588 -0.126 -1.587 0.3267 0.0711 -0.0973 -0.131
C -3.439 0.472 -2.018 -0.3089 -0.0219 -0.0513 -0.264
C -2.304 0.448 -1.191 0.0548 -0.0837 -0.0258 0.063
N -2.280 -0.126 -0.014 0.4983 0.2211 -0.0602 -0.494
C -3.401 -0.733 0.437 -0.6067 -0.1497 -0.1110 0.171
H -1.614 -0.609 2.347 -0.0636 -0.1925 0.1496 0.423
H -2.341 -1.710 3.426 0.0627 0.0659 -0.0611 0.389
H -4.520 -2.548 3.089 0.0217 -0.0357 0.1426 0.203
H -6.552 -2.627 1.719 -0.0586 -0.0516 -0.0076 0.206
H -6.612 -1.479 -0.477 -0.1580 -0.0334 -0.0762 0.201
H -5.489 -0.114 -2.189 -0.0020 -0.0522 0.0023 0.207
H -3.390 0.963 -2.977 0.0304 0.0987 -0.0664 0.218
H -1.394 0.937 -1.520 0.0560 -0.0322 -0.0283 0.223
F -3.990 3.301 1.750 0.2708 -0.2298 0.2501 -0.320
C -2.740 3.566 1.343 -0.2024 0.1040 -0.0881 0.734
F -2.647 4.889 1.224 0.2550 0.0145 0.1475 -0.311
F -2.603 3.028 0.134 0.2258 -0.0572 -0.0393 -0.314
S -1.485 2.864 2.562 -1.0125 0.8456 -0.0449 2.266
O -1.304 1.493 2.167 -0.0615 -0.4781 -0.2399 -1.010
O -2.095 3.074 3.834 -0.2221 0.1822 0.1703 -0.918
N -0.267 3.810 2.278 -0.2359 -0.1089 0.1246 -1.197
S 1.184 3.294 2.535 0.5682 0.2254 1.3765 2.290
O 2.150 4.310 2.267 -0.0699 0.4975 0.0508 -0.936
O 1.505 1.972 2.085 0.2515 -0.3219 0.1455 -0.990
C 1.131 3.015 4.400 0.0933 -0.1902 0.2764 0.713
F 0.397 1.914 4.590 -0.0057 0.0178 0.0704 -0.316
F 0.562 4.016 5.077 -0.0037 0.1549 -0.3195 -0.317
F 2.324 2.798 4.966 0.1696 0.0915 -0.4841 -0.320
I 1.275 -1.419 2.449 0.1716 -0.3865 0.3413 -0.768

***

2.
68
Properties=species:S:1:pos:R:3:forces:R:3:lowdin_spin:R:1 method="wB97M-V/def2-TZVPD" de_lowest_kcal_mol=7.6 gap_ha="0.3236 / 0.3228" e_homo_ev="-8.642 / -8.607" spin_multiplicity=2
Co -0.564 -1.082 0.503 -0.2462 0.5128 -0.1457 1.093
N 1.177 1.043 -0.337 0.1036 0.1058 -0.0892 -0.008
P 1.372 -0.637 -0.351 -0.0069 -0.2983 -0.0173 -0.024
C 3.015 -0.955 0.322 0.0081 0.0161 -0.0040 -0.004
C 3.600 -0.061 1.213 -0.0528 0.0027 0.0154 -0.002
C 4.838 -0.343 1.768 0.0251 0.0157 0.0305 0.000
C 5.490 -1.523 1.447 0.0167 -0.0321 -0.0067 -0.001
C 4.906 -2.424 0.567 0.0019 0.0038 0.0023 0.000
C 3.673 -2.142 0.003 0.0244 0.0159 0.0027 -0.001
C 1.505 -1.143 -2.091 0.1311 0.0638 0.0388 0.003
C 2.480 -0.592 -2.923 0.0269 0.0023 0.0511 0.000
C 2.500 -0.894 -4.273 -0.0090 -0.0205 -0.0053 0.000
C 1.551 -1.763 -4.800 0.0145 0.0081 -0.0145 0.000
C 0.591 -2.327 -3.977 -0.0138 -0.0156 -0.0201 0.001
C 0.566 -2.015 -2.624 -0.0988 -0.0493 0.0179 0.006
P -0.522 1.208 -0.181 0.0862 -0.1427 0.0297 -0.006
C -1.152 1.574 -1.839 -0.0058 0.0412 -0.0188 -0.001
C -1.989 0.634 -2.430 -0.0242 -0.0090 0.0010 0.001
C -2.427 0.811 -3.735 -0.0130 -0.0168 -0.0058 0.000
C -2.024 1.925 -4.453 -0.0149 0.0018 -0.0271 0.000
C -1.193 2.873 -3.867 -0.0050 0.0125 -0.0185 0.000
C -0.763 2.701 -2.565 0.0306 0.0139 0.0827 0.000
C -0.717 2.747 0.744 -0.1361 0.0022 0.0224 -0.001
C -1.843 3.545 0.549 0.0112 -0.0072 -0.0011 0.000
C -2.048 4.662 1.342 -0.0168 -0.0018 -0.0104 0.000
C -1.136 4.987 2.335 -0.0159 0.0264 0.0068 0.000
C -0.021 4.190 2.540 0.0349 -0.0015 0.0162 0.000
C 0.186 3.069 1.754 0.0089 -0.0399 -0.0025 0.000
H 1.764 1.686 -0.857 -0.0336 0.0171 0.0143 -0.001
H 3.083 0.852 1.477 -0.0156 0.0160 -0.0067 0.000
H 5.290 0.358 2.456 0.0083 0.0029 0.0087 0.000
H 6.456 -1.743 1.883 0.0153 -0.0050 0.0078 0.000
H 5.411 -3.347 0.317 0.0161 -0.0140 0.0019 0.000
H 3.228 -2.843 -0.693 -0.0281 0.0013 -0.0153 0.000
H 3.231 0.074 -2.512 0.0050 0.0117 0.0079 0.000
H 3.254 -0.458 -4.914 0.0135 0.0086 -0.0147 0.000
H 1.565 -1.999 -5.856 0.0001 -0.0101 -0.0170 0.000
H -0.143 -3.008 -4.385 -0.0116 -0.0137 -0.0075 0.000
H -0.188 -2.456 -1.981 0.0206 0.0235 0.0191 0.004
H -2.308 -0.233 -1.862 0.0050 -0.0092 0.0190 0.001
H -3.083 0.079 -4.186 -0.0143 -0.0092 -0.0168 0.000
H -2.363 2.063 -5.471 -0.0068 -0.0012 -0.0194 0.000
H -0.888 3.747 -4.427 0.0061 0.0130 -0.0079 0.000
H -0.131 3.450 -2.101 0.0149 0.0059 0.0042 0.000
H -2.562 3.295 -0.222 -0.0053 -0.0134 -0.0159 0.000
H -2.925 5.276 1.186 -0.0133 0.0140 0.0022 0.000
H -1.300 5.858 2.955 -0.0034 0.0112 0.0103 0.000
H 0.684 4.432 3.324 0.0021 0.0062 0.0137 0.000
H 1.042 2.432 1.934 0.0062 -0.0141 0.0004 0.000
F -4.903 -3.224 1.109 0.0588 0.0493 0.0312 0.000
C -4.106 -2.797 2.088 -0.0138 -0.0082 0.0005 0.000
F -4.768 -2.853 3.240 -0.0017 0.0395 -0.0513 0.000
F -3.051 -3.604 2.158 -0.0288 0.0618 0.0021 0.000
S -3.583 -1.056 1.722 -0.0518 -0.2287 -0.1629 0.001
O -2.594 -1.218 0.659 0.0100 -0.1533 0.1462 0.004
O -4.782 -0.388 1.344 -0.0643 0.0465 0.0176 0.000
N -3.032 -0.552 3.079 0.0185 0.0913 0.1669 0.000
S -1.592 -0.200 3.578 -0.0746 -0.2027 0.1744 0.003
O -1.583 0.984 4.367 0.0072 0.1037 -0.0065 0.002
O -0.557 -0.346 2.577 0.2392 -0.0729 -0.0776 0.015
C -1.253 -1.562 4.783 -0.0142 0.0030 -0.0383 0.001
F -2.089 -1.489 5.814 0.0244 0.0060 -0.0601 0.000
F -0.002 -1.447 5.229 -0.0563 0.0168 -0.0227 0.000
F -1.392 -2.754 4.202 0.0249 0.0924 0.0216 0.000
C -0.237 -2.977 0.782 0.0852 -0.1380 -0.0393 -0.077
H -0.359 -3.189 1.847 -0.0065 0.0520 0.0074 -0.005
H 0.735 -3.374 0.475 -0.0089 -0.0262 -0.0002 -0.002
H -1.015 -3.531 0.243 0.0067 0.0155 -0.0273 -0.003

***

Computed values of calculated total energy (unit: eV) for the preceding records, in sequence: -105297.38316 -133738.80715.